The following is a DFT calculation (wB97M-V/def2-TZVPD) of 5 unconnected molecules or ions with the total composition C12H35Cl2O14P3.

The geometry in XYZ format:
```
66
Properties=species:S:1:pos:R:3:nbo_charge:R:1
C -0.496 -3.646 -11.596 -0.239
O -0.792 -3.749 -10.264 -0.808
P 0.114 -3.291 -8.988 2.534
O 0.092 -1.890 -8.565 -1.053
O -0.371 -4.417 -7.837 -0.786
C 0.587 -4.615 -6.783 -0.277
O 1.631 -3.804 -9.460 -0.809
C 1.883 -5.145 -9.812 -0.276
H 0.228 -2.843 -11.736 0.182
H -1.280 -3.440 -12.325 0.200
H -0.010 -4.556 -11.947 0.169
H 0.117 -4.552 -5.801 0.202
H 1.558 -4.143 -6.933 0.203
H 0.674 -5.702 -6.802 0.186
H 1.060 -5.860 -9.840 0.191
H 2.591 -5.489 -9.058 0.189
H 2.250 -5.412 -10.803 0.193
C -3.871 -0.979 9.666 -0.255
O -3.857 -2.385 9.317 -0.799
P -3.412 -2.939 7.869 2.547
O -3.236 -4.417 7.775 -1.079
O -2.004 -2.162 7.517 -0.815
C -1.306 -2.587 6.392 -0.265
O -4.388 -2.215 6.826 -0.821
C -4.722 -2.924 5.609 -0.260
H -4.777 -0.408 9.462 0.186
H -3.030 -0.462 9.205 0.201
H -3.917 -1.012 10.755 0.201
H -1.679 -3.421 5.798 0.190
H -0.429 -3.001 6.890 0.195
H -1.068 -1.782 5.697 0.184
H -5.796 -3.109 5.626 0.189
H -4.211 -3.875 5.460 0.211
H -4.572 -2.241 4.773 0.188
C 1.390 7.052 5.854 -0.251
O 0.706 6.207 6.826 -0.818
P -0.821 5.909 6.693 2.586
O -1.591 7.063 6.202 -1.124
O -1.208 5.390 8.124 -0.826
C -2.507 5.773 8.674 -0.253
O -0.921 4.592 5.830 -0.828
C -2.220 4.149 5.345 -0.258
H 1.092 6.708 4.863 0.193
H 2.436 6.767 5.742 0.194
H 1.315 8.117 6.074 0.205
H -2.704 5.556 9.724 0.201
H -3.216 5.176 8.101 0.172
H -2.746 6.809 8.432 0.212
H -2.673 3.879 6.299 0.180
H -2.066 3.156 4.923 0.200
H -2.740 4.866 4.710 0.213
Cl 1.663 -1.040 0.083 -0.016
C 1.037 0.174 -1.036 -0.406
Cl -0.555 0.823 -0.633 -0.025
H 1.707 1.031 -0.959 0.220
H 1.031 -0.147 -2.077 0.227
O 4.377 0.828 -6.858 -0.735
C 5.386 1.203 -7.813 -0.077
C 6.675 1.546 -7.033 -0.075
O 7.772 1.920 -7.881 -0.717
H 3.511 0.722 -7.257 0.481
H 5.625 0.490 -8.603 0.169
H 5.036 2.113 -8.301 0.160
H 6.917 0.679 -6.418 0.162
H 6.490 2.374 -6.349 0.161
H 8.235 2.586 -7.367 0.470
```

Properties
Max |F| = 0.0698 hartree/bohr
SMILES string = COP(=O)(OC)OC.COP(=O)(OC)OC.COP(=O)(OC)OC.ClCCl.OCCO
E_tot = -3476.16485 a.u.
Molecular weight = 567.2 g mol⁻¹
Total charge = 0
E_LUMO = 0.293 eV
Spin multiplicity = 1

=====

The following is a DFT calculation (wB97M-V/def2-TZVPD) of 6 unconnected molecules or ions with the total composition C12H35N5O11P2Si.

The geometry in XYZ format:
```
66
Properties=species:S:1:pos:R:3:nbo_charge:R:1
C 2.757 -0.584 2.708 -0.917
P 2.447 -2.008 1.568 0.447
C 3.866 -3.172 1.627 -0.911
P 2.115 -1.401 -0.468 0.201
C 0.298 -1.706 -0.681 -0.690
C -0.566 -0.759 0.131 -0.064
O -1.919 -1.221 0.156 -0.891
Si -2.541 -1.631 1.664 1.886
C -2.638 -0.055 2.692 -1.142
C -4.215 -2.410 1.327 -1.130
C -1.493 -2.906 2.554 -1.154
H 2.280 0.287 2.273 0.237
H 2.243 -0.790 3.637 0.232
H 3.801 -0.355 2.881 0.225
H 3.593 -4.004 0.990 0.242
H 3.913 -3.555 2.638 0.235
H 4.822 -2.784 1.291 0.218
H 2.264 -0.011 -0.605 0.003
H 0.049 -1.651 -1.733 0.236
H 0.127 -2.695 -0.276 0.242
H -0.534 0.236 -0.312 0.168
H -0.156 -0.693 1.139 0.166
H -3.531 0.007 3.301 0.243
H -2.620 0.788 2.005 0.227
H -1.750 0.043 3.307 0.236
H -4.823 -2.450 2.222 0.238
H -4.734 -1.953 0.491 0.237
H -4.010 -3.439 1.039 0.238
H -1.975 -3.233 3.468 0.253
H -1.354 -3.782 1.926 0.235
H -0.542 -2.473 2.846 0.238
C 0.849 1.827 -4.492 -0.493
N 1.487 1.069 -3.386 0.541
O 1.814 -0.084 -3.586 -0.377
O 1.621 1.660 -2.328 -0.404
H 0.782 1.185 -5.362 0.230
H -0.133 2.121 -4.130 0.252
H 1.463 2.701 -4.693 0.254
C -4.466 -4.431 6.570 -0.483
N -3.823 -3.708 5.437 0.535
O -3.855 -4.229 4.339 -0.370
O -3.308 -2.636 5.692 -0.377
H -4.878 -5.359 6.194 0.232
H -3.699 -4.612 7.316 0.237
H -5.243 -3.785 6.966 0.236
C 5.007 -0.166 -2.723 -0.486
N 5.822 0.880 -3.400 0.532
O 5.662 1.040 -4.595 -0.378
O 6.595 1.513 -2.705 -0.385
H 4.370 -0.641 -3.457 0.241
H 5.694 -0.880 -2.280 0.232
H 4.415 0.328 -1.958 0.238
C -2.732 2.620 -1.564 -0.486
N -2.297 3.321 -2.805 0.541
O -2.105 2.645 -3.801 -0.384
O -2.153 4.525 -2.739 -0.380
H -2.812 1.560 -1.776 0.241
H -1.982 2.814 -0.803 0.239
H -3.692 3.038 -1.275 0.239
C 0.843 6.676 -2.850 -0.487
N 1.011 6.465 -4.314 0.539
O 0.761 7.395 -5.054 -0.364
O 1.385 5.363 -4.667 -0.395
H 0.507 7.693 -2.687 0.229
H 0.107 5.956 -2.504 0.244
H 1.808 6.498 -2.384 0.234
```

Properties
Max |F| = 0.0299 hartree/bohr
SMILES string = CP(C)#[PH]CCO[Si](C)(C)C.C[N+](=O)[O-].C[N+](=O)[O-].C[N+](=O)[O-].C[N+](=O)[O-].C[N+](=O)[O-]
E_tot = -2551.40325 a.u.
Molecular weight = 515.5 g mol⁻¹
Total charge = 0
E_LUMO = -0.262 eV
Spin multiplicity = 1

=====

The following is a DFT calculation (wB97M-V/def2-TZVPD) of a molecular structure, C12H35NaO15P2S2.

The geometry in XYZ format:
```
67
Properties=species:S:1:pos:R:3:nbo_charge:R:1
Na 0.968 1.109 -0.640 0.940
O 2.953 1.559 -1.732 -1.368
H 3.301 0.746 -1.353 0.401
O 2.895 -2.406 2.107 -0.921
S 1.630 -1.846 1.691 2.360
O 1.552 -1.077 0.472 -0.938
O 0.543 -3.017 1.511 -0.736
C 0.803 -4.286 2.160 -0.075
C 0.051 -5.414 1.483 -0.624
C 0.870 -0.919 3.053 -0.865
H 0.604 -4.142 3.222 0.182
H 1.853 -4.551 2.014 0.208
H -1.029 -5.282 1.564 0.211
H 0.369 -6.341 1.957 0.226
H 0.327 -5.476 0.431 0.217
H -0.212 -0.932 2.958 0.251
H 1.248 0.097 3.068 0.271
H 1.166 -1.444 3.961 0.240
O 1.573 2.075 1.560 -0.949
S 0.873 2.942 2.486 2.377
O -0.157 2.417 3.326 -0.916
O 1.968 3.673 3.417 -0.703
C 3.144 4.143 2.782 -0.089
C 4.149 4.685 3.780 -0.620
C 0.171 4.345 1.609 -0.886
H 2.884 4.946 2.082 0.170
H 3.696 3.413 2.182 0.218
H 4.503 3.889 4.438 0.216
H 3.718 5.489 4.379 0.209
H 5.028 5.079 3.274 0.227
H 0.881 4.702 0.865 0.253
H 0.019 5.109 2.368 0.248
H -0.758 4.041 1.139 0.257
C -3.522 3.362 0.540 -0.256
O -3.772 1.971 0.770 -0.805
P -2.803 0.888 0.098 2.605
O -1.390 1.302 0.177 -1.160
O -3.374 0.624 -1.357 -0.805
C -3.229 1.621 -2.365 -0.252
O -3.183 -0.445 0.845 -0.806
C -2.466 -1.656 0.681 -0.251
H -3.507 3.810 1.538 0.196
H -4.385 3.792 0.030 0.190
H -2.595 3.598 0.025 0.189
H -4.204 2.017 -2.648 0.183
H -2.770 1.148 -3.229 0.207
H -2.607 2.464 -2.067 0.183
H -3.163 -2.392 0.283 0.190
H -2.062 -1.981 1.635 0.182
H -1.606 -1.567 0.016 0.214
C 1.228 -0.181 -4.858 -0.271
O -0.019 -0.878 -4.697 -0.829
P -0.444 -1.445 -3.297 2.608
O -0.606 -0.480 -2.216 -1.122
O 0.701 -2.546 -3.042 -0.818
C 0.640 -3.371 -1.903 -0.254
O -1.723 -2.320 -3.610 -0.820
C -1.782 -3.277 -4.659 -0.250
H 1.476 0.421 -3.976 0.240
H 1.165 0.478 -5.717 0.193
H 2.037 -0.905 -4.957 0.191
H 0.696 -4.422 -2.198 0.175
H -0.262 -3.268 -1.297 0.182
H 1.490 -3.192 -1.245 0.202
H -0.818 -3.473 -5.122 0.198
H -2.419 -2.846 -5.440 0.188
H -2.307 -4.177 -4.350 0.192
```

Properties
Max |F| = 0.0444 hartree/bohr
E_tot = -3248.38716 a.u.
Molecular weight = 568.5 g mol⁻¹
Total charge = 0
E_LUMO = 0.271 eV
Spin multiplicity = 1

=====

The following is a DFT calculation (wB97M-V/def2-TZVPD) of a molecular structure, C12H36AsF6N4O6.

The geometry in XYZ format:
```
65
Properties=species:S:1:pos:R:3:nbo_charge:R:1
C -4.239 0.439 -1.273 -0.654
C -3.744 1.841 -0.862 -0.033
C -3.208 1.868 0.614 -0.130
O -3.001 3.239 0.983 -0.572
C -3.950 3.853 1.908 -0.268
N -2.587 2.258 -1.791 -0.693
H -1.918 1.501 -1.765 0.460
H -2.904 2.468 -2.726 0.416
H -2.200 3.123 -1.441 0.439
H -4.363 0.302 -2.348 0.212
H -5.131 0.178 -0.703 0.265
H -3.473 -0.280 -0.983 0.256
H -4.358 2.698 -1.140 0.211
H -2.420 1.171 0.899 0.251
H -3.911 1.499 1.361 0.236
H -4.961 3.517 1.679 0.174
H -3.883 4.941 1.897 0.202
H -3.957 3.699 2.987 0.198
C 0.565 0.194 3.149 -0.657
C 1.456 -0.758 2.326 -0.040
C 2.497 -1.398 3.379 -0.067
O 2.006 -2.501 4.073 -0.565
C 2.978 -3.085 4.971 -0.245
N 0.622 -1.979 1.819 -0.708
H 0.462 -2.569 2.623 0.469
H -0.184 -1.586 1.353 0.474
H 0.952 -2.611 1.104 0.434
H 0.215 -0.172 4.114 0.258
H -0.332 0.528 2.628 0.237
H 1.066 1.139 3.362 0.232
H 1.947 -0.357 1.439 0.231
H 2.903 -0.661 4.071 0.185
H 3.376 -1.691 2.806 0.158
H 3.280 -2.253 5.607 0.177
H 3.788 -3.483 4.360 0.179
H 2.550 -3.806 5.667 0.219
C 2.887 2.342 -4.806 -0.646
C 2.795 0.826 -4.864 -0.039
C 3.554 0.156 -3.636 -0.085
O 3.548 -1.279 -3.826 -0.566
C 4.196 -2.112 -2.884 -0.250
N 1.273 0.394 -4.759 -0.698
H 0.819 0.674 -3.902 0.465
H 0.819 0.757 -5.586 0.427
H 1.227 -0.614 -4.731 0.450
H 2.409 2.813 -5.665 0.224
H 3.881 2.790 -4.791 0.262
H 2.323 2.648 -3.925 0.219
H 3.167 0.626 -5.868 0.236
H 3.010 0.334 -2.709 0.211
H 4.554 0.575 -3.529 0.201
H 5.285 -2.062 -2.882 0.181
H 3.859 -3.129 -3.081 0.207
H 3.860 -1.892 -1.870 0.175
N 0.142 -0.142 -1.149 0.730
O 0.913 -1.077 -0.852 -0.543
O -0.987 -0.129 -0.685 -0.513
O 0.503 0.718 -1.948 -0.612
As -2.844 -2.107 3.156 2.806
F -3.513 -2.653 4.641 -0.594
F -3.324 -3.572 2.257 -0.619
F -2.163 -1.453 1.626 -0.658
F -2.413 -0.477 3.933 -0.644
F -1.329 -2.884 3.565 -0.637
F -4.393 -1.337 2.624 -0.632
```

Properties
Max |F| = 0.0600 hartree/bohr
E_tot = -3983.92119 a.u.
Molecular weight = 521.4 g mol⁻¹
Total charge = +1
E_LUMO = -3.116 eV
Spin multiplicity = 1

=====

The following is a DFT calculation (wB97M-V/def2-TZVPD) of 4 unconnected molecules or ions with the total composition C12H36BrN3O3.

The geometry in XYZ format:
```
55
Properties=species:S:1:pos:R:3:nbo_charge:R:1
C -1.692 7.732 -2.285 -0.671
C -0.250 7.675 -2.801 -0.052
C 0.781 7.306 -1.731 -0.095
O 2.091 7.366 -2.321 -0.521
C 2.560 8.683 -2.212 -0.283
N -0.222 6.570 -3.877 -0.671
H -0.066 5.647 -3.498 0.444
H -1.152 6.516 -4.266 0.441
H 0.444 6.723 -4.620 0.445
H -2.497 7.683 -3.018 0.237
H -1.877 8.544 -1.582 0.261
H -1.983 6.855 -1.707 0.242
H -0.036 8.537 -3.432 0.228
H 0.683 6.256 -1.455 0.209
H 0.664 7.915 -0.834 0.217
H 3.625 8.651 -2.440 0.214
H 2.478 9.218 -1.266 0.187
H 2.149 9.415 -2.907 0.166
C -7.521 -1.469 5.249 -0.652
C -6.271 -1.370 4.466 -0.043
C -5.511 -2.628 4.333 -0.086
O -4.415 -2.464 3.482 -0.563
C -3.676 -3.641 3.102 -0.265
N -6.579 -0.817 3.064 -0.670
H -5.697 -0.788 2.573 0.462
H -7.140 -1.416 2.476 0.433
H -6.989 0.103 3.140 0.441
H -7.977 -2.411 4.942 0.225
H -8.273 -0.704 5.059 0.238
H -7.440 -1.551 6.333 0.268
H -5.685 -0.507 4.782 0.222
H -6.103 -3.431 3.892 0.186
H -5.165 -2.879 5.336 0.211
H -3.345 -4.248 3.945 0.188
H -2.742 -3.429 2.583 0.220
H -4.234 -4.206 2.355 0.185
C 6.954 -7.350 -0.645 -0.677
C 5.789 -6.567 -1.344 -0.051
C 5.516 -5.203 -0.672 -0.078
O 4.307 -4.594 -1.131 -0.544
C 4.180 -3.224 -0.856 -0.255
N 6.009 -6.333 -2.856 -0.676
H 6.950 -5.980 -2.951 0.436
H 5.911 -7.112 -3.492 0.442
H 5.341 -5.718 -3.299 0.450
H 7.173 -7.142 0.403 0.268
H 7.964 -7.106 -0.975 0.238
H 6.804 -8.429 -0.638 0.256
H 4.833 -7.090 -1.357 0.235
H 6.393 -4.582 -0.854 0.174
H 5.575 -5.464 0.385 0.206
H 3.733 -3.179 0.137 0.190
H 3.477 -2.780 -1.561 0.212
H 5.114 -2.666 -0.933 0.177
Br -2.963 1.086 -2.221 -0.999
```

Properties
Max |F| = 0.0508 hartree/bohr
E_tot = -3442.14149 a.u.
Molecular weight = 350.3 g mol⁻¹
Total charge = +2
E_LUMO = -4.253 eV
Spin multiplicity = 1

=====

The following is a DFT calculation (wB97M-V/def2-TZVPD) of a molecular structure, C12H36InO16P4.

The geometry in XYZ format:
```
69
Properties=species:S:1:pos:R:3:nbo_charge:R:1
In 1.444 2.082 0.394 1.709
C 0.732 -2.660 2.802 -0.257
O -0.371 -2.494 1.866 -0.810
P -0.145 -1.895 0.447 2.635
O 0.577 -0.596 0.386 -1.048
O -1.610 -1.778 -0.083 -0.841
C -2.400 -2.923 -0.520 -0.247
O 0.502 -3.073 -0.366 -0.775
C 1.319 -2.872 -1.523 -0.261
H 1.605 -2.109 2.457 0.186
H 0.947 -3.715 2.933 0.225
H 0.377 -2.216 3.729 0.209
H -2.508 -2.847 -1.600 0.202
H -3.388 -2.783 -0.091 0.215
H -1.955 -3.862 -0.208 0.219
H 0.872 -3.225 -2.457 0.218
H 2.228 -3.459 -1.430 0.213
H 1.553 -1.822 -1.700 0.189
C 0.230 4.201 -4.045 -0.248
O -1.100 3.688 -3.780 -0.800
P -1.387 2.656 -2.661 2.639
O -0.478 2.696 -1.487 -1.124
O -1.429 1.273 -3.415 -0.771
C -1.418 0.034 -2.713 -0.261
O -2.886 2.924 -2.291 -0.788
C -3.878 3.146 -3.324 -0.263
H 0.782 4.264 -3.109 0.179
H 0.164 5.194 -4.475 0.237
H 0.731 3.542 -4.750 0.210
H -1.162 0.156 -1.659 0.192
H -0.677 -0.646 -3.138 0.209
H -2.402 -0.423 -2.819 0.211
H -3.587 3.893 -4.059 0.227
H -4.785 3.500 -2.844 0.221
H -4.060 2.197 -3.830 0.210
C -2.760 3.772 1.844 -0.269
O -3.255 2.434 2.101 -0.769
P -2.597 1.251 1.314 2.631
O -1.137 1.384 1.041 -0.994
O -3.034 -0.005 2.113 -0.771
C -2.477 -0.269 3.426 -0.261
O -3.380 1.140 -0.032 -0.772
C -4.774 0.829 -0.082 -0.269
H -2.238 4.181 2.705 0.223
H -3.593 4.437 1.618 0.235
H -2.146 3.780 0.941 0.183
H -3.195 0.010 4.195 0.236
H -1.538 0.268 3.556 0.188
H -2.295 -1.336 3.519 0.224
H -5.161 0.538 0.893 0.221
H -4.963 -0.072 -0.685 0.218
H -5.322 1.601 -0.619 0.227
C 6.490 -0.186 -0.436 -0.258
O 5.504 -1.187 -0.093 -0.791
P 4.327 -0.944 0.878 2.633
O 3.623 0.360 0.723 -1.109
O 3.393 -2.193 0.743 -0.837
C 3.958 -3.511 0.993 -0.262
O 5.018 -1.127 2.290 -0.771
C 4.261 -0.956 3.501 -0.267
H 6.246 0.242 -1.409 0.206
H 7.446 -0.667 -0.625 0.239
H 6.560 0.581 0.329 0.202
H 5.043 -3.529 0.913 0.226
H 3.544 -4.174 0.240 0.211
H 3.679 -3.868 1.982 0.204
H 3.384 -0.347 3.295 0.177
H 4.928 -0.549 4.259 0.239
H 4.025 -1.937 3.929 0.211
```

Properties
Max |F| = 0.0575 hartree/bohr
E_tot = -3237.40996 a.u.
Molecular weight = 675.1 g mol⁻¹
Total charge = +3
E_LUMO = -15.664 eV
Spin multiplicity = 1

=====

The following is a DFT calculation (wB97M-V/def2-TZVPD) of 6 unconnected molecules or ions with the total composition C12H36O12.

The geometry in XYZ format:
```
60
Properties=species:S:1:pos:R:3:nbo_charge:R:1
O 0.578 3.339 -2.542 -0.746
C 0.935 3.883 -1.243 -0.122
C -0.283 4.424 -0.430 -0.099
O -0.891 5.562 -0.969 -0.722
H 0.836 4.016 -3.171 0.492
H 1.558 3.233 -0.629 0.188
H 1.604 4.732 -1.389 0.183
H -0.067 4.770 0.581 0.201
H -1.127 3.735 -0.472 0.174
H -0.983 5.520 -1.924 0.464
O -6.880 0.570 -0.011 -0.732
C -5.605 -0.159 0.048 -0.096
C -4.919 -0.036 -1.236 -0.098
O -4.411 1.245 -1.470 -0.715
H -6.719 1.515 -0.059 0.456
H -5.013 0.277 0.853 0.176
H -5.759 -1.201 0.327 0.194
H -5.590 -0.233 -2.071 0.177
H -4.133 -0.787 -1.161 0.181
H -5.151 1.855 -1.429 0.457
O 0.234 0.691 -1.910 -0.749
C -0.595 0.268 -0.801 -0.101
C -0.136 0.901 0.501 -0.090
O 1.249 0.706 0.546 -0.756
H 0.150 1.642 -2.008 0.491
H -1.629 0.597 -0.908 0.178
H -0.580 -0.810 -0.644 0.188
H -0.627 0.469 1.373 0.192
H -0.418 1.952 0.556 0.153
H 1.665 0.966 -0.280 0.491
O -1.167 -0.359 4.833 -0.724
C -1.040 -1.372 3.892 -0.069
C -0.020 -2.398 4.476 -0.078
O 0.306 -3.364 3.551 -0.729
H -0.406 0.224 4.788 0.468
H -2.009 -1.835 3.709 0.169
H -0.657 -0.981 2.950 0.141
H -0.386 -2.760 5.436 0.164
H 0.786 -1.720 4.756 0.152
H 1.168 -3.192 3.164 0.494
O 2.560 -0.506 2.820 -0.743
C 3.638 -1.262 2.314 -0.093
C 3.420 -2.730 2.580 -0.090
O 2.440 -3.260 1.765 -0.733
H 2.077 -0.225 2.040 0.501
H 3.790 -1.033 1.259 0.162
H 4.589 -0.973 2.762 0.170
H 3.136 -2.958 3.607 0.187
H 4.325 -3.279 2.319 0.161
H 2.720 -3.204 0.849 0.478
O 3.272 -2.764 -3.532 -0.734
C 2.081 -1.964 -3.372 -0.093
C 2.094 -0.816 -4.405 -0.091
O 2.067 -1.309 -5.736 -0.718
H 3.367 -3.093 -4.428 0.451
H 1.295 -2.709 -3.494 0.181
H 2.197 -1.471 -2.407 0.189
H 3.031 -0.273 -4.279 0.159
H 1.274 -0.097 -4.368 0.205
H 2.759 -1.959 -5.874 0.448
```

Properties
Max |F| = 0.0463 hartree/bohr
SMILES string = OCCO.OCCO.OCCO.OCCO.OCCO.OCCO
E_tot = -1381.52737 a.u.
Molecular weight = 372.4 g mol⁻¹
Total charge = 0
E_LUMO = 0.115 eV
Spin multiplicity = 1